Entry a
C5H13NO2 | wB97M-V/def2-TZVPD

CARTESIAN COORDINATES (ANGSTROEM)
C1 -1.450 -0.260 -0.667
C2 -1.078 0.331 -2.015
C3 -1.673 0.637 0.446
H1 -2.146 -1.096 -0.737
H2 -0.358 -0.847 -0.304
H3 -0.686 -0.427 -2.694
H4 -0.307 1.095 -1.900
H5 -1.949 0.800 -2.480
H6 -1.656 1.700 0.214
H7 -2.464 0.360 1.136
H8 -0.583 0.428 1.148
C4 1.550 1.130 1.299
C5 0.875 -1.022 0.532
O1 0.683 -2.300 1.022
O2 1.841 -0.987 -0.474
N1 0.718 -0.060 1.421
H9 0.651 -2.904 0.269
H10 2.720 -0.920 -0.078
H11 2.587 0.906 1.566
H12 1.177 1.874 2.001
H13 1.546 1.561 0.292

Output
Structure (SMILES): CN=C(O)O.CCC
HOMO-LUMO gap in eV: 9.2

=====

Entry b
C5H13NO2 | wB97M-V/def2-TZVPD

CARTESIAN COORDINATES (ANGSTROEM)
C1 2.418 0.030 0.459
N1 1.739 0.171 -0.808
C2 -2.146 0.533 -1.246
C3 -0.781 -0.022 -0.943
C4 0.529 0.783 -0.603
C5 -0.425 0.553 0.507
O1 -0.265 -0.463 1.417
H1 1.864 -0.622 1.145
H2 2.701 0.939 1.036
H3 3.416 -0.311 0.158
H4 3.705 -2.728 -0.836
H5 -2.714 0.679 -0.318
H6 -2.745 -0.175 -1.819
H7 -2.128 1.527 -1.743
H8 2.988 -2.723 -0.988
H9 -0.501 -1.044 -1.175
H10 0.371 1.741 -1.111
H11 -0.822 1.423 1.017
H12 -1.223 -0.469 1.817
H13 -3.262 0.062 2.414
O2 -2.720 0.116 1.620

Output
HOMO-LUMO gap in eV: 4.5

=====

Which structure wins on stability? entry a wins.

=====

Entry a
C5H13NO2 | wB97M-V/def2-TZVPD

CARTESIAN COORDINATES (ANGSTROEM)
C1 -1.135 -1.287 -1.908
C2 -0.620 -0.090 -1.603
N1 -1.353 0.882 -0.972
C3 -0.756 1.978 -0.243
C4 0.541 1.783 1.922
C5 -0.539 1.551 1.204
H1 -2.065 -1.670 -1.509
H2 -0.570 -2.063 -2.405
H3 0.325 0.239 -2.015
H4 -2.293 0.688 -0.666
H5 -1.251 2.953 -0.317
H6 0.161 2.309 -0.731
H7 0.744 1.364 2.897
H8 1.343 2.398 1.525
H9 -1.438 1.029 1.511
H10 -0.144 -1.906 -0.090
H11 0.318 -2.311 1.364
O1 0.554 -2.326 0.438
H12 2.689 -2.151 1.259
H13 2.402 -1.642 -0.162
O2 3.087 -1.727 0.502

Output
Structure (SMILES): C=CCNC=C.O.O
HOMO-LUMO gap in eV: 9.2

=====

Entry b
C5H13NO2 | wB97M-V/def2-TZVPD

CARTESIAN COORDINATES (ANGSTROEM)
C1 -0.163 2.237 -0.397
C2 0.695 2.826 0.668
C3 1.161 -0.703 -0.309
N1 -1.308 1.705 -0.238
H1 0.164 2.337 -1.429
H2 -1.430 0.299 -0.849
H3 -1.555 1.487 0.725
H4 1.744 2.659 0.436
H5 0.512 3.902 0.737
H6 1.299 0.284 0.108
H7 1.521 -0.764 -1.335
H8 1.756 -1.353 0.330
H9 0.487 2.362 1.633
C4 -0.320 -2.843 -0.367
C5 -0.425 -1.335 -0.166
O1 -0.800 -0.958 1.141
O2 -1.286 -0.809 -1.061
H10 -1.138 -1.711 1.640
H11 0.084 -3.053 -1.353
H12 0.319 -3.290 0.389
H13 -1.317 -3.278 -0.304

Output
Structure (SMILES): CC(C)(O)O.[H]/N=C\C
HOMO-LUMO gap in eV: 10.0

=====

Entry c
C5H13NO2 | wB97M-V/def2-TZVPD

CARTESIAN COORDINATES (ANGSTROEM)
C1 -0.076 0.082 -1.079
C2 0.517 -0.547 1.404
C3 -0.037 -0.992 0.046
C4 -1.514 0.356 -1.522
C5 -0.359 0.498 2.094
N1 0.646 -0.474 -2.210
O1 0.467 1.326 -0.678
O2 1.848 -0.079 1.201
H1 1.274 1.140 -0.172
H2 2.201 0.223 2.044
H3 0.561 -1.442 2.048
H4 1.627 -0.587 -1.972
H5 0.592 0.161 -3.000
H6 0.584 -1.812 -0.317
H7 -1.040 -1.384 0.207
H8 -2.110 0.677 -0.674
H9 -1.516 1.149 -2.265
H10 -1.938 -0.544 -1.954
H11 -0.496 1.363 1.450
H12 -1.331 0.066 2.322
H13 0.101 0.822 3.026

Output
Structure (SMILES): C[C@H](O)C[C@](C)(N)O
HOMO-LUMO gap in eV: 10.0

=====

Entry d
C5H13NO2 | wB97M-V/def2-TZVPD

CARTESIAN COORDINATES (ANGSTROEM)
C1 0.150 0.457 1.846
N1 -0.045 0.849 0.482
C2 0.096 -0.160 -0.528
C3 1.526 -0.114 -1.121
O1 1.994 -1.327 -1.627
C4 -0.924 0.114 -1.701
O2 -1.153 -1.187 -2.149
C5 -1.050 0.335 2.810
H1 0.863 1.151 2.314
H2 0.679 -0.662 1.749
H3 0.402 1.751 0.212
H4 -0.088 -1.180 -0.133
H5 2.290 -0.143 -0.281
H6 1.896 0.771 -1.753
H7 1.374 -1.688 -2.321
H8 -1.882 0.674 -1.495
H9 -0.399 0.705 -2.432
H10 -1.666 -1.070 -2.990
H11 -0.703 0.467 3.868
H12 -1.430 -0.723 2.663
H13 -1.931 0.980 2.585

Output
Structure (SMILES): CCNC(CO)CO
HOMO-LUMO gap in eV: 9.1

=====

Which structure wins on stability? entry c wins.

=====

Entry a
C5H13NO2 | wB97M-V/def2-TZVPD

CARTESIAN COORDINATES (ANGSTROEM)
C1 0.285 0.336 2.047
O1 0.560 1.698 2.270
O2 -1.086 0.063 2.094
H1 0.152 1.973 3.100
H2 -1.459 0.255 1.214
H3 0.726 -0.264 2.857
H4 0.634 0.234 0.925
C2 -0.586 1.432 -1.551
C3 -0.068 -2.167 -0.220
C4 0.077 0.158 -1.093
N1 1.449 0.090 -1.373
C5 -0.661 -0.945 -0.813
H5 1.855 0.863 -1.880
H6 1.822 -0.799 -1.672
H7 -1.735 -0.844 -0.743
H8 -0.195 2.271 -0.977
H9 -0.386 1.621 -2.605
H10 -1.668 1.391 -1.420
H11 0.416 -2.787 -0.985
H12 -0.817 -2.769 0.288
H13 0.685 -1.812 0.537

Output
Structure (SMILES): C/C=C(/C)N.OCO
HOMO-LUMO gap in eV: 9.0

=====

Entry b
C5H13NO2 | wB97M-V/def2-TZVPD

CARTESIAN COORDINATES (ANGSTROEM)
C1 -1.001 0.966 2.579
C2 -0.790 -0.111 1.568
N1 0.127 0.161 0.442
C3 -0.065 1.383 -0.285
C4 0.246 -1.046 -0.321
C5 1.690 -1.036 -0.654
O1 2.198 -1.240 -1.722
H1 -0.898 0.442 3.529
H2 -0.163 1.611 2.608
H3 -1.867 1.629 2.526
H4 -0.274 -1.123 2.026
H5 -1.724 -0.356 1.161
H6 0.013 2.103 0.562
H7 0.642 1.497 -1.107
H8 -1.138 1.452 -0.720
H9 -0.449 -1.061 -1.293
H10 -0.139 -1.912 0.259
H11 2.330 -0.669 0.199
H12 1.010 -1.168 -3.347
H13 0.081 -0.777 -4.470
O2 0.172 -0.745 -3.540

Output
Structure (SMILES): CCN(C)CC=O.O
HOMO-LUMO gap in eV: 9.5

=====

Which structure wins on stability? entry a wins.

=====

Entry a
C5H13NO2 | wB97M-V/def2-TZVPD

CARTESIAN COORDINATES (ANGSTROEM)
C1 1.256 -1.014 -0.031
C2 1.946 0.361 0.583
O1 3.288 0.656 -0.054
C3 0.147 -1.536 0.993
N1 -1.189 -1.180 0.259
C4 -1.267 0.323 0.418
C5 -1.502 1.209 -0.778
O2 -2.818 0.928 -1.337
H1 2.326 -1.550 0.042
H2 0.804 -0.875 -1.121
H3 1.154 1.182 0.135
H4 2.267 0.274 1.608
H5 4.022 0.078 -0.185
H6 0.086 -1.151 1.978
H7 0.283 -2.599 1.197
H8 -0.996 -1.381 -0.761
H9 -0.561 0.667 1.226
H10 -2.376 0.480 0.842
H11 -0.822 1.364 -1.604
H12 -1.669 2.341 -0.513
H13 -3.430 0.706 -0.646

Output
Structure (SMILES): OCCCNCCO
HOMO-LUMO gap in eV: 10.0

=====

Entry b
C5H13NO2 | wB97M-V/def2-TZVPD

CARTESIAN COORDINATES (ANGSTROEM)
C1 0.921 -0.483 0.263
C2 -0.617 2.597 0.254
C3 1.488 0.899 0.344
C4 -1.804 -1.690 0.108
C5 1.484 -1.367 -0.804
N1 -1.009 -0.480 -0.023
O1 0.654 1.531 -0.589
O2 -1.277 1.903 1.097
H1 -1.375 0.528 0.542
H2 -0.990 -0.136 -0.978
H3 0.751 -0.960 1.222
H4 -1.125 2.844 -0.693
H5 0.075 3.365 0.626
H6 1.374 1.325 1.350
H7 2.546 0.936 0.041
H8 -1.714 -2.077 1.126
H9 -1.466 -2.463 -0.590
H10 -2.861 -1.506 -0.114
H11 0.887 -2.265 -0.950
H12 1.573 -0.819 -1.740
H13 2.485 -1.683 -0.493

Output
HOMO-LUMO gap in eV: 9.4

=====

Which structure wins on stability? entry b wins.

=====

Entry a
C5H13NO2 | wB97M-V/def2-TZVPD

CARTESIAN COORDINATES (ANGSTROEM)
C1 1.705 -1.269 1.161
O1 2.938 -1.207 0.555
C2 0.677 -0.422 0.406
C3 -0.669 -0.256 0.957
C4 -1.817 -0.515 0.159
C5 -3.117 -0.242 0.393
N1 -0.986 1.377 -2.094
H1 1.394 -2.349 1.141
H2 1.761 -1.024 2.250
H3 3.441 1.866 -0.491
H4 0.572 -0.808 -0.628
H5 -0.812 1.080 -1.110
H6 -0.806 0.371 1.850
H7 -1.745 -1.166 -0.731
H8 -3.320 0.371 1.268
H9 -3.914 -0.798 -0.056
H10 1.091 0.568 0.155
H11 -0.333 1.920 -2.574
H12 -1.880 1.793 -2.238
H13 2.924 -0.389 -0.047
O2 2.895 1.098 -0.327

Output
HOMO-LUMO gap in eV: 4.4

=====

Entry b
C5H13NO2 | wB97M-V/def2-TZVPD

CARTESIAN COORDINATES (ANGSTROEM)
C1 0.257 0.004 0.083
C2 1.424 0.583 -0.758
C3 -2.151 -0.481 -0.237
C4 0.074 0.867 1.337
C5 0.575 -1.443 0.466
N1 -0.910 0.000 -0.814
O1 -1.149 1.337 -1.284
O2 2.673 0.526 -0.124
H1 -1.071 1.285 -2.245
H2 2.935 -0.397 -0.034
H3 1.239 1.644 -0.938
H4 1.449 0.060 -1.725
H5 -2.050 -1.541 -0.020
H6 -2.451 0.059 0.667
H7 -2.928 -0.354 -0.990
H8 -0.384 1.814 1.061
H9 1.049 1.065 1.776
H10 -0.549 0.368 2.075
H11 -0.204 -1.860 1.098
H12 1.503 -1.477 1.032
H13 0.670 -2.059 -0.426

Output
Structure (SMILES): CN(O)C(C)(C)CO
HOMO-LUMO gap in eV: 9.7

=====

Which structure wins on stability? entry b wins.